Record 1
ORCA calculation (ωB97M-V with the def2-TZVPD basis set) on C30H34N7O6PSTl as an isolated structure.

Results
HOMO-LUMO gap (eV): 8.949
Energy above the lowest of the compared OMol25 structures with the same formula, charge and spin (kcal per mole): 4.5
HOMO energy (eV): -11.240
E_LUMO (Ha): -0.0842
Net charge: +1
E_tot (a.u.): -2910.1811

Last column: Löwdin charge in e.
Element x y z (Å)
H1 -0.352 -2.740 -3.796  0.1337
C1 -4.106 3.752 -2.848  -0.0142
H2 -2.367 -2.081 -3.000  0.1160
H3 -2.229 -3.780 -2.555  0.1419
H4 -2.035 -0.924 2.573  0.1166
N1 -1.895 0.669 1.168  0.0193
H5 4.381 -0.083 0.806  0.1176
N2 -3.271 2.560 -2.782  -0.1174
C2 -2.382 0.051 2.283  -0.0727
C3 -2.527 1.829 1.049  -0.4400
H6 2.681 -1.744 -0.746  0.1059
H7 -0.698 5.831 -1.262  0.0916
C4 2.748 -2.573 1.227  -0.3649
C5 3.356 -0.363 2.672  -0.3743
C6 0.743 -1.022 -3.142  -0.6363
H8 3.769 -3.742 -1.765  0.1136
H9 -0.797 5.793 0.515  0.0871
C7 3.579 -3.713 -0.700  -0.0651
C8 -0.349 -3.501 -0.735  -0.0752
C9 4.413 0.070 1.878  -0.0589
H10 0.992 -3.076 -2.731  0.1319
C10 3.711 -4.744 1.472  -0.0566
C11 0.139 -2.410 -2.881  -0.0768
O1 -0.738 -1.916 1.021  -0.1640
H11 4.480 0.552 5.717  0.1104
C12 -3.318 0.863 2.853  -0.0192
H12 -5.017 3.206 1.508  0.0913
H13 -3.530 1.827 -4.776  0.1320
H14 0.714 6.249 -0.281  0.0957
O2 0.883 -0.228 -2.126  -0.1131
H15 6.327 1.025 1.883  0.1113
C13 3.360 -0.193 4.045  -0.0779
H16 -3.000 -3.153 -0.204  0.1242
C14 5.515 0.853 3.865  -0.0654
O3 1.595 -0.296 0.741  -0.5677
C15 5.493 0.684 2.482  -0.0595
H17 -3.924 0.742 3.734  0.1302
H18 -3.500 4.634 -3.047  0.0973
N3 -1.856 1.038 -2.067  0.0253
H19 -3.724 4.029 2.411  0.0882
O4 1.117 -0.771 -4.270  0.0702
C16 -0.756 -3.173 0.702  -0.6362
N4 -3.404 1.980 2.071  -0.1184
C17 4.457 0.417 4.644  -0.0670
H20 -3.539 -0.648 -1.374  0.0771
H21 4.414 -5.651 -0.338  0.1104
H22 -4.824 2.920 3.243  0.0961
C18 1.602 3.818 -0.455  -0.0226
H23 -1.716 -0.050 -3.911  0.1137
S1 1.938 -1.149 1.943  1.0791
C19 3.945 -4.782 0.102  -0.0616
H24 -4.168 -2.848 -1.477  0.1335
C20 -3.057 1.695 -3.818  -0.0226
C21 -4.293 3.107 2.315  -0.0182
O5 -1.013 -4.075 1.473  0.0806
H25 2.916 -3.604 3.109  0.1207
Tl1 -0.493 -0.305 -0.450  1.0303
N5 -0.769 -2.498 -1.724  -0.1811
H26 -0.721 -4.497 -0.991  0.1465
C22 3.108 -3.636 2.043  -0.0579
P1 -2.270 3.105 -0.212  1.1899
C23 -3.192 -2.547 -1.087  -0.1895
C24 2.970 -2.595 -0.141  -0.0894
C25 -2.523 2.131 -1.734  -0.4359
O6 -3.218 -1.192 -0.646  -0.0897
N6 0.300 4.223 -0.342  -0.1197
H27 -4.643 3.882 -1.912  0.0798
C26 -2.149 -2.755 -2.168  -0.1499
H28 0.741 -3.541 -0.729  0.1099
C27 -2.173 0.758 -3.364  -0.0869
N7 0.306 2.025 -0.305  0.0239
C28 -0.459 3.102 -0.257  -0.4459
H29 6.367 1.328 4.332  0.1103
H30 2.407 1.756 -0.499  0.1116
C29 1.590 2.452 -0.432  -0.0839
C30 -0.157 5.604 -0.344  -0.0180
H31 2.520 -0.530 4.640  0.1109
H32 -4.825 3.621 -3.652  0.0978
H33 3.995 -5.582 2.094  0.1125
H34 2.407 4.528 -0.538  0.1279


Record 2
ORCA calculation (ωB97M-V with the def2-TZVPD basis set) on the molecule C22H27N3O4S in a non-equilibrium geometry.

Results
HOMO-LUMO gap (eV): 8.889
Energy above the lowest of the compared OMol25 structures with the same formula, charge and spin (kcal per mole): 8.7
HOMO energy (eV): -8.683
E_LUMO (Ha): 0.0076
Net charge: 0
E_tot (a.u.): -1718.0046

Last column: natural (NBO) charge in e.
Element x y z (Å)
C1 -3.579 2.765 0.871  -0.2570
C2 -6.353 -2.622 -0.191  -0.2267
H1 -2.614 -0.318 0.262  0.4444
H2 4.496 2.129 -1.936  0.2095
C3 6.593 -0.097 -0.345  -0.4200
C4 0.360 -2.550 0.956  -0.2148
H3 2.833 0.556 -0.877  0.2155
C5 5.595 -1.252 -0.386  -0.2273
O1 -0.963 1.961 1.731  -0.6026
C6 7.210 2.123 -1.366  -0.5970
C7 3.839 0.234 -1.153  -0.2245
H4 -6.754 3.579 0.056  0.2161
H5 7.602 -0.478 -0.510  0.2114
H6 6.954 2.857 -2.127  0.2069
O2 3.913 0.913 1.726  -0.9418
C8 1.696 -2.207 1.075  -0.1498
H7 6.551 0.361 0.645  0.2113
H8 -6.834 1.196 -0.445  0.2041
C9 -5.879 2.970 0.221  -0.2427
H9 0.076 -3.585 0.833  0.2217
C10 -3.599 1.401 0.575  0.2829
H10 2.481 -2.945 1.052  0.2375
H11 4.743 1.919 -0.192  0.2314
H12 -7.051 -2.339 -2.213  0.2132
C11 2.035 -0.879 1.249  -0.3586
C12 -0.274 -0.232 1.159  -0.1591
H13 -7.559 -3.860 -1.473  0.2177
H14 -5.402 -3.071 -0.485  0.2350
C13 -7.393 -2.802 -1.291  -0.6107
H15 -6.873 -0.653 0.337  0.3979
C14 -4.708 3.537 0.700  -0.1697
H16 1.357 1.134 1.461  0.2552
H17 -8.340 -2.349 -1.003  0.1993
C15 1.072 0.104 1.302  -0.0930
C16 -4.805 0.803 0.147  -0.2191
H18 5.649 -1.775 -1.348  0.1952
O3 -3.893 -1.346 -0.375  -0.6707
H19 -6.698 -3.097 0.734  0.1915
H20 5.788 -1.961 0.420  0.2383
H21 7.174 2.609 -0.394  0.2071
C17 -4.876 -0.663 -0.093  0.6796
N1 -6.091 -1.223 0.059  -0.5920
C18 -0.621 -1.571 0.993  -0.1620
C19 6.236 0.950 -1.404  -0.2137
H22 -2.661 3.204 1.224  0.2601
N2 4.232 -0.794 -0.212  -0.6748
H23 -1.653 -1.876 0.906  0.2266
O4 4.421 -1.447 2.205  -0.9412
H24 3.797 -0.229 -2.145  0.1998
C20 -1.260 0.895 1.230  0.6720
C21 -5.922 1.616 -0.046  -0.1665
S1 3.776 -0.473 1.373  2.3164
H25 6.290 0.477 -2.393  0.1871
N3 -2.470 0.605 0.678  -0.6459
C22 4.801 1.422 -1.161  -0.4279
H26 8.227 1.782 -1.544  0.2064
H27 -4.672 4.592 0.926  0.2183


Record 3
ORCA calculation (ωB97M-V with the def2-TZVPD basis set) on C19H36CoN5O3P2 as an isolated structure.

Results
HOMO-LUMO gap (alpha / beta) (eV): 9.427 / 9.427
HOMO energy (alpha / beta) (eV): -13.902 / -13.902
E_LUMO (alpha / beta) (Ha): -0.1644 / -0.1645
Net charge: +2
E_tot (a.u.): -3310.2386

Last column: natural (NBO) charge in e.
Element x y z (Å)
H1 5.366 1.846 5.179  0.4273
C1 1.603 0.772 3.447  -0.4255
C2 1.053 -1.278 1.884  -0.1765
C3 -1.881 -3.406 -0.017  -0.5455
H2 0.992 -1.194 4.015  0.2305
C4 2.508 1.586 2.522  -0.2201
C5 -1.877 0.531 -3.070  -0.3686
N1 3.872 1.076 2.419  -0.5788
C6 -2.978 2.575 -2.410  -0.1252
C7 4.757 1.029 3.408  0.6780
C8 -2.517 0.594 -4.305  -0.1798
H3 1.288 0.590 -2.809  0.2545
C9 1.584 -0.742 3.216  -0.4143
H4 2.126 1.567 1.500  0.2210
C10 -2.920 -2.350 -0.250  0.7156
H5 -2.162 -4.340 -0.508  0.2477
N2 5.740 0.131 3.343  -0.7584
O1 -2.557 -1.149 -0.305  -0.6615
N3 -4.201 -2.666 -0.358  -0.7488
H6 -2.193 -2.519 -3.388  0.2509
H7 1.914 0.935 4.482  0.2299
H8 0.280 -3.191 0.222  0.1966
O2 3.135 -0.946 0.755  -0.6970
C11 -0.514 -2.874 -0.451  -0.5980
H9 2.520 2.636 2.821  0.2121
H10 -0.255 -3.260 -1.432  0.1986
C12 -2.112 1.527 -2.118  -0.3572
C13 -1.179 -2.203 -3.635  -0.9647
H11 2.595 -1.138 3.327  0.2339
C14 -2.296 1.959 0.755  -0.9462
H12 -3.059 1.204 0.942  0.2601
H13 -0.494 -3.032 -3.469  0.2604
C15 0.896 -0.270 -3.348  -0.9511
H14 -1.719 2.123 1.668  0.2337
H15 -0.500 3.715 -0.805  0.2509
H16 4.094 2.685 4.390  0.4236
H17 -3.884 1.680 -5.544  0.2399
H18 -4.293 3.441 -3.862  0.2389
H19 -4.510 -3.622 -0.298  0.4247
H20 -3.165 3.356 -1.684  0.2110
H21 0.765 -0.021 -4.402  0.2504
H22 -2.781 2.901 0.500  0.2528
H23 1.106 -2.365 1.958  0.2427
H24 5.685 -0.622 2.676  0.4327
N4 4.686 1.874 4.439  -0.7697
H25 -1.912 -3.623 1.057  0.2414
H26 1.615 -1.082 -3.245  0.2682
Co1 -0.608 -0.890 -0.424  0.7347
P1 -1.180 1.397 -0.566  0.9631
H27 0.657 2.809 0.188  0.2327
H28 3.976 0.342 1.717  0.4573
N5 -0.361 -0.935 1.598  -0.7914
H29 0.655 2.611 -1.568  0.2561
H30 -0.985 -1.624 2.003  0.3985
H31 6.502 0.129 3.999  0.4259
C16 -3.386 1.638 -4.585  -0.1707
H32 -4.890 -1.941 -0.488  0.4263
H33 0.593 1.192 3.385  0.2056
C17 1.911 -0.917 0.658  0.7933
C18 -3.616 2.628 -3.640  -0.1901
H34 -0.612 -0.046 2.020  0.3889
P2 -0.689 -0.775 -2.632  1.1684
H35 -1.135 -1.944 -4.693  0.2563
C19 0.021 2.762 -0.695  -0.9341
H36 -2.349 -0.167 -5.056  0.2239
O3 1.275 -0.703 -0.431  -0.6859


- E_tot of number 1 (C30H34N7O6PSTl)?
  -2910.1811 a.u.